(1)
This record from the OMol25 dataset describes a structure of composition C47H54ClCrN8O4STe in a non-equilibrium geometry. The level of theory is the ωB97M-V functional and the def2-TZVPD basis.

```
117
Properties=species:S:1:pos:R:3:forces:R:3
Te 12.08844 -18.69708 15.36814 -1.223 0.299 -0.420
Cr 8.89847 -13.80752 16.69002 0.728 0.654 0.195
Cl 16.49485 -13.75346 12.04027 0.841 0.540 0.058
S 15.31796 -17.69076 14.93334 -1.572 -1.117 1.534
O 8.29778 -17.04535 9.48960 0.260 0.622 0.585
O 7.67111 -15.34920 17.00984 0.384 -0.764 0.509
O 7.18103 -12.44928 16.33748 -2.166 0.544 -0.793
O 7.49820 -17.43436 17.78052 -0.460 -0.879 0.480
N 10.22330 -12.14754 16.55941 -0.020 0.414 0.086
N 4.92356 -12.75643 15.89490 0.907 0.690 0.625
N 8.81528 -14.98984 12.62486 0.304 -0.042 -0.165
N 9.08946 -14.17064 14.63650 -0.212 0.424 -0.536
N 8.75076 -12.99967 18.64319 0.309 0.080 1.290
N 10.32158 -15.36781 17.49709 -0.086 -1.838 0.301
N 5.80949 -10.74179 16.94446 0.536 -0.848 -0.838
N 8.56878 -13.63066 12.52084 -0.753 -1.049 0.381
C 8.11350 -16.41093 17.63104 0.595 1.153 -0.516
C 8.39853 -15.96951 11.54396 0.829 -0.284 0.677
C 6.01140 -12.01844 16.37138 -0.075 0.472 0.546
C 8.12782 -13.79946 19.72748 0.761 -0.289 0.045
C 9.13027 -14.73596 9.27998 0.426 0.366 0.928
C 4.79566 -13.08562 21.33410 -0.797 0.837 0.046
C 14.71304 -19.66931 16.59181 -0.593 0.626 -1.110
C 5.20072 -12.15749 22.29367 -1.683 0.062 1.085
C 4.59879 -10.18108 17.52058 0.098 -0.284 0.691
C 7.07869 -13.14438 20.58047 -0.443 -0.134 -0.730
C 12.65268 -14.65257 12.00804 0.331 -2.115 -0.243
C 16.11156 -19.51818 16.59341 0.701 0.934 0.639
C 9.39178 -15.12025 7.79504 -0.333 -0.412 0.839
C 11.49708 -17.13828 19.36508 -0.290 1.010 -1.153
C 12.52203 -14.45887 16.93897 0.930 0.140 0.075
C 3.66581 -12.17538 15.44725 0.100 1.172 0.023
C 12.28725 -16.13136 18.71159 -0.429 0.104 0.133
C 10.51300 -11.66324 17.83419 1.505 0.988 -1.416
C 11.10606 -11.59879 15.68264 -0.354 -0.536 1.377
C 11.69012 -15.30933 17.68013 -0.573 -1.199 1.963
C 5.74211 -13.57408 20.47297 0.919 -0.284 0.012
C 13.81661 -13.97077 12.12143 1.301 1.941 0.521
C 10.23904 -13.71109 9.71402 -0.291 0.277 -0.071
C 6.95125 -9.80636 16.87705 -1.136 0.526 0.263
C 11.43884 -16.77893 11.53575 -0.305 -0.223 0.334
C 11.68094 -10.80650 17.70716 -0.467 -0.501 0.330
C 13.86921 -14.30518 17.28311 -1.256 0.181 -1.614
C 13.62925 -15.88486 19.09182 -0.132 -0.753 -0.064
C 9.58008 -16.32615 18.12449 1.354 1.675 -1.242
C 15.02422 -14.52218 11.66346 -1.218 -0.952 -0.063
C 9.17402 -16.04513 10.20369 -0.463 -0.911 -1.478
C 12.06038 -10.80542 16.33741 -1.646 -0.372 0.877
C 7.44805 -12.22263 21.54543 0.689 -0.329 -0.308
C 10.55742 -16.77203 10.27213 0.134 0.381 -0.347
C 15.03746 -15.76579 11.00634 0.359 1.301 0.500
C 14.37244 -14.97831 18.39164 1.311 -0.193 0.251
C 16.52827 -18.41653 15.88770 1.109 -0.744 -0.361
C 9.17960 -15.25576 13.91599 -0.551 -0.433 -0.994
C 9.70545 -12.16468 18.92413 0.513 -0.724 -0.067
C 7.71402 -14.04037 9.40692 0.233 -0.194 0.140
C 12.68010 -15.96285 11.47314 -0.210 1.242 -0.359
C 13.84378 -16.43542 10.86620 -0.801 -0.393 -0.034
C 6.51823 -11.80499 22.46184 0.229 0.491 1.153
C 10.15229 -17.21495 19.05123 0.086 -0.852 1.275
C 14.09344 -18.74108 15.73128 1.174 -0.753 0.424
C 5.21393 -14.11876 15.46604 -0.131 -0.131 -0.034
C 8.68463 -13.21091 13.75493 0.202 -0.242 -0.260
H 3.86644 -11.12841 15.11616 -0.309 -0.716 0.070
H 4.14872 -9.42959 16.86821 -0.178 -0.008 -0.045
H 4.83825 -9.67899 18.48704 0.089 -0.265 -0.625
H 12.21437 -10.28862 18.52347 -0.485 -0.367 -0.533
H 10.19940 -13.46599 10.78333 -0.095 -0.197 -0.303
H 9.51663 -17.92465 19.62559 0.383 0.459 -0.939
H 7.33691 -15.82348 11.30068 0.392 0.079 0.338
H 10.40995 -17.83815 10.05888 -0.412 0.316 -0.114
H 8.49004 -11.89303 21.59025 -0.336 -0.235 0.216
H 11.13216 -16.36893 9.43507 0.169 -0.144 0.020
H 3.86274 -10.95194 17.79488 0.344 0.197 -0.378
H 4.45529 -11.72021 22.99369 0.529 -0.555 -0.484
H 11.73779 -17.82947 11.72581 -0.336 0.636 0.280
H 6.69908 -8.98074 16.17910 0.192 -0.359 0.165
H 7.06420 -9.34606 17.86269 0.174 -0.083 -0.005
H 6.89606 -14.78394 9.21664 0.686 0.702 -0.173
H 5.64810 -14.16234 14.46197 0.226 0.236 -0.041
H 5.91683 -14.58149 16.16835 -0.411 -0.179 -0.246
H 12.08116 -14.00796 16.06811 0.089 0.353 -0.121
H 10.08202 -12.74624 9.19124 -0.049 -0.464 0.095
H 13.75959 -12.97168 12.64112 0.542 -1.152 -0.670
H 15.98864 -16.17971 10.68958 -0.169 0.033 -0.134
H 8.91788 -14.17553 20.44730 -0.614 0.194 -0.922
H 8.83132 -17.54260 8.84413 -0.148 0.474 0.572
H 10.89041 -16.38266 12.40311 0.120 -0.668 -0.222
H 9.27501 -14.23550 7.18227 -0.181 0.160 -0.206
H 6.83688 -11.33092 23.41103 -0.288 0.258 -0.947
H 8.53643 -16.98756 11.97753 -0.293 0.833 -0.032
H 10.41234 -15.48255 7.62433 -0.153 -0.018 0.162
H 10.02897 -11.99665 19.97529 -0.250 0.154 -0.664
H 11.05519 -11.85561 14.64231 0.018 -0.052 -0.319
H 12.80179 -10.25259 15.80893 0.573 0.308 0.132
H 14.55479 -13.75643 16.59216 -0.757 -0.311 0.870
H 13.77858 -17.35632 10.27776 0.215 0.083 0.502
H 14.21542 -20.47317 17.16909 0.032 0.844 -0.629
H 3.73658 -13.38178 21.21756 0.723 0.215 0.254
H 7.51773 -13.59756 10.41987 0.485 -0.458 -0.929
H 14.07265 -16.51824 19.87911 -0.199 0.488 -0.430
H 7.69382 -13.19560 8.67761 -0.224 -0.713 0.382
H 7.88012 -10.27389 16.59179 0.038 -0.337 -0.064
H 8.67314 -15.90463 7.50583 0.272 0.519 -0.218
H 5.46734 -14.35584 19.77549 0.185 0.075 -0.207
H 8.41308 -12.22148 14.07716 0.284 0.187 -0.077
H 12.00627 -17.84395 20.02354 -0.357 0.287 0.051
H 7.65014 -14.65137 19.21595 0.380 0.302 0.426
H 9.49081 -16.21309 14.31799 -0.081 -0.083 -0.246
H 4.25488 -14.64172 15.37175 0.283 -0.130 0.449
H 17.53711 -18.07003 15.75043 0.274 -0.092 0.118
H 16.77157 -20.11803 17.22475 -0.067 0.219 -0.281
H 15.44171 -14.85641 18.59608 -0.412 -0.067 0.183
H 11.27717 -14.00822 9.48627 -0.480 -0.243 0.001
H 2.87115 -12.10540 16.22924 0.564 -0.340 -0.479
H 3.28394 -12.74908 14.58907 0.170 0.228 0.335
H 11.78335 -14.23980 12.47041 -0.636 0.025 0.092
```
Forces are in eV/Å.

Summary:
energy above the lowest of the compared OMol25 structures with the same formula, charge and spin = 109.7 kJ/mol
HOMO (alpha / beta) = -0.105 / -0.105 Eh
largest force on an atom = 0.04836 Eh/bohr
total charge = -1
E_tot = -128800.8771 eV
2S+1 = 5

(2)
This record from the OMol25 dataset describes a structure of composition C47H55AsBaN5O3P in a non-equilibrium geometry. The level of theory is the ωB97M-V functional and the def2-TZVPD basis.

```
113
Properties=species:S:1:pos:R:3:forces:R:3
Ba -0.24788 -0.41589 -0.83895 -0.831 0.953 2.180
As 0.04172 -0.74168 -4.35433 0.563 -0.750 -1.156
P -2.38160 1.45247 0.97830 0.044 0.247 0.201
O 0.99066 -2.22997 -1.78404 0.195 -0.718 -0.660
O -0.65654 0.05928 -3.10823 -0.655 0.806 -0.471
O 3.17186 -2.73603 -1.77585 -0.233 0.018 0.080
N 2.02653 1.47259 -0.55344 -0.086 0.173 -0.058
N 5.58407 5.08787 -0.11192 -0.441 -0.095 0.031
N 6.81559 3.36906 -0.80539 -0.203 -0.280 -0.050
N -2.52467 -1.40759 0.06511 -0.114 0.008 0.047
N 1.68171 -1.64486 0.95015 0.019 -0.084 -0.260
C -1.82249 -3.69257 0.53599 0.036 0.055 0.098
C -0.53493 0.08325 -6.00127 0.090 -0.050 0.014
C -2.53410 -4.46350 -2.02885 0.019 -0.007 0.007
C -4.80230 -1.83146 0.82519 0.123 -0.045 -0.063
C 4.36353 3.00952 -0.52128 -0.415 -0.374 -0.024
C 4.40423 1.63547 -0.74460 0.062 0.175 0.033
C -2.79129 -3.16125 -1.61456 -0.054 0.027 0.011
C 2.06686 -2.88161 3.00337 -0.047 0.207 -0.133
C -3.48183 -2.18141 -2.52536 0.093 -0.026 0.065
C -5.96255 -1.38982 1.41276 0.056 0.134 -0.011
C 1.96237 -0.62064 -4.28513 -0.013 0.046 -0.136
C 3.11126 3.59210 -0.32267 0.187 0.138 0.025
C 9.06702 4.52498 -0.81790 0.109 -0.059 -0.033
C -1.91400 -5.38782 -1.19802 0.030 -0.022 -0.037
C 5.56396 3.83327 -0.47654 0.487 0.414 0.032
C 1.98667 2.79359 -0.34820 0.008 -0.140 0.019
C -7.39613 0.41800 2.46114 0.075 -0.048 -0.072
C 8.84880 6.83372 -0.09762 -0.049 0.121 0.044
C -2.96135 3.08276 3.37099 0.080 -0.082 -0.048
C -2.07577 2.00594 2.74692 -0.040 0.005 -0.124
C -1.48165 -3.28205 1.94349 -0.033 -0.018 -0.115
C 9.62885 5.75555 -0.53943 -0.018 -0.105 -0.030
C 7.69431 4.40846 -0.63886 -0.120 0.445 0.149
C -2.64416 2.69605 -1.45100 -0.015 -0.004 0.135
C 1.71053 -1.69773 2.30959 0.054 -0.270 0.304
C 2.04057 -2.88518 4.41383 -0.011 0.032 0.088
C 2.07454 -2.56710 -1.23367 0.882 -0.310 -0.194
C 6.89577 5.48444 -0.19779 0.443 -0.246 -0.137
C 1.67413 -1.76230 5.10423 0.037 -0.166 0.037
C -1.57026 -4.98168 0.08553 -0.018 -0.006 -0.015
C -6.10788 -0.06780 1.84660 -0.125 0.015 0.063
C -1.65863 -6.79990 -1.65734 -0.050 0.063 0.044
C -4.31593 3.52032 0.21628 0.095 -0.003 -0.036
C -5.02600 0.77321 1.66459 0.030 -0.147 0.002
C -3.67532 -0.97926 0.62115 -0.232 -0.073 0.110
C 3.21998 0.91969 -0.75207 0.007 -0.187 -0.001
C 1.32191 -0.58872 4.41315 -0.002 0.131 -0.108
C -2.42144 -2.75389 -0.32077 0.115 -0.055 -0.167
C -0.47970 -2.59452 -4.44554 -0.012 0.079 -0.102
C 1.34084 -0.55200 3.04564 0.009 0.025 0.030
C 2.42172 -4.01544 2.23230 -0.037 0.056 -0.136
C 2.03560 -2.70992 0.27095 0.109 -0.069 0.267
C -2.03919 0.74804 3.62082 0.024 0.114 -0.138
C 2.42122 -3.92714 0.87335 0.083 -0.128 0.159
C 7.48540 6.71781 0.07902 -0.006 -0.004 -0.004
C -2.89726 2.98731 0.03251 0.020 -0.120 0.088
C -3.82596 0.36531 1.06891 -0.102 0.132 0.044
H -1.55535 -6.85076 -2.74128 0.000 -0.010 -0.010
H -7.23552 1.32740 3.04159 -0.012 0.008 0.009
H -1.05904 2.41489 2.69705 0.028 -0.010 -0.014
H 2.70179 -4.75643 0.23938 0.021 0.000 0.013
H 1.06914 0.34205 2.49586 -0.006 0.012 0.022
H -3.25036 1.84578 -1.77565 0.019 -0.007 -0.046
H 10.69480 5.89234 -0.66286 0.004 -0.009 -0.004
H -1.61070 0.96904 4.60153 0.012 0.006 -0.002
H -7.82232 -0.33564 3.12566 -0.025 0.023 0.018
H -3.70018 -2.63473 -3.49343 0.000 -0.010 -0.007
H -0.13348 -0.45127 -6.86162 0.004 -0.005 0.011
H -3.98459 2.73075 3.49968 -0.018 0.024 0.017
H 0.29383 -3.15525 -4.96933 0.002 0.012 -0.014
H -8.14461 0.64184 1.69598 -0.029 0.007 0.027
H 1.65008 -1.77232 6.18592 0.003 -0.009 0.000
H -4.45067 4.41933 -0.39129 -0.016 0.006 -0.005
H 9.33509 7.77798 0.10925 -0.012 0.003 0.002
H -2.48705 -7.45207 -1.37047 0.022 -0.041 -0.022
H 6.88140 7.54722 0.42068 0.005 0.011 0.002
H -1.09560 -5.69144 0.75694 0.006 0.004 0.011
H -1.00849 -4.09984 2.48749 0.024 0.001 0.010
H -1.44535 -0.03927 3.14925 -0.052 -0.039 0.086
H -0.74989 -7.20140 -1.20831 0.004 -0.016 -0.003
H -0.58195 -2.98644 -3.43663 0.046 0.057 0.027
H -1.62281 0.06835 -6.03439 -0.002 -0.035 0.043
H 2.35694 -1.37654 -3.60714 -0.054 -0.041 -0.009
H -2.18568 3.75661 0.35933 0.019 -0.014 0.024
H -5.04296 2.77734 -0.11274 -0.030 0.026 0.005
H -2.57265 3.33483 4.36137 -0.036 0.027 0.021
H 2.31016 -3.79440 4.93799 0.001 0.005 0.010
H 7.04223 2.45047 -1.14159 -0.011 0.004 0.007
H -5.11927 1.79341 2.01200 0.002 0.002 0.002
H -4.53154 3.78021 1.25096 -0.056 0.001 -0.021
H 1.02893 0.28922 4.97441 -0.005 0.010 -0.024
H 9.67075 3.69273 -1.15651 0.009 0.013 0.001
H -2.38419 -2.97811 2.47857 0.018 0.024 0.028
H -2.82532 -4.76380 -3.03178 -0.001 0.001 -0.005
H -2.91286 3.55796 -2.06588 0.002 -0.007 -0.032
H -4.42095 -1.84466 -2.08186 -0.003 0.045 -0.011
H 3.23623 -0.15372 -0.91271 0.048 0.002 -0.007
H 2.22613 0.37223 -3.91894 -0.054 0.017 -0.038
H 1.00246 3.22027 -0.18843 0.007 0.030 -0.010
H 2.69045 -4.93729 2.73421 0.003 -0.007 0.008
H -3.04941 0.36546 3.76603 -0.023 -0.059 -0.005
H -0.19556 1.11748 -6.02040 0.025 -0.012 0.029
H 5.33524 1.10522 -0.89279 -0.007 -0.031 -0.007
H -6.78556 -2.08499 1.54647 0.000 -0.020 -0.002
H -2.86489 -1.29194 -2.67974 -0.063 0.030 -0.041
H 3.04509 4.65598 -0.14504 -0.029 0.001 0.004
H -1.59618 2.45442 -1.64057 -0.006 0.003 -0.069
H -0.81253 -2.41975 1.94599 -0.016 0.002 0.059
H 2.37150 -0.75783 -5.28639 0.003 0.003 0.009
H -4.72472 -2.86673 0.51334 0.002 -0.005 0.000
H -1.42658 -2.68071 -4.97712 0.011 0.044 -0.008
H -2.97488 3.99722 2.77675 -0.005 -0.004 0.028
```
Forces are in eV/Å.

Summary:
energy above the lowest of the compared OMol25 structures with the same formula, charge and spin = 39.8 kJ/mol
HOMO = -0.221 Eh
largest force on an atom = 0.04901 Eh/bohr
total charge = 0
E_tot = -134051.0016 eV